Computed, not measured: 21 unconnected molecules or ions with the total composition C76H152O37 in a non-equilibrium geometry, with ωB97M-V/def2-TZVPD.

```
265
C76H152O37 | OMol25 | ωB97M-V/def2-TZVPD
O 6.97 -3.74 -5.46
O -1.02 -7.76 0.62
O 0.83 5.64 -0.25
O 3.00 -0.70 -3.04
O -1.57 3.39 -2.99
O 1.96 0.96 -4.17
O -4.78 -4.30 4.67
O 4.55 -1.49 2.75
O 8.82 4.91 -2.44
O 7.02 -1.90 -4.21
O -5.91 -3.77 0.56
O -2.10 0.92 4.53
O 1.33 -2.99 4.86
O -4.94 0.95 1.96
O 3.22 -5.81 -6.51
O 1.36 0.89 0.99
O -2.84 -6.51 1.23
O 3.46 -5.85 0.76
O -7.11 -2.43 -0.87
O 4.59 2.77 5.48
O -1.41 -2.43 -4.37
O -7.64 6.64 1.11
O -1.14 -0.56 6.07
O -2.24 4.32 2.62
O -0.76 -5.88 -4.33
O -2.40 -2.64 -2.30
O -0.92 -5.55 0.46
O -2.21 8.52 0.48
O 0.40 -4.91 4.54
O -3.52 -2.81 -4.33
O -3.02 0.78 6.51
O 0.22 -3.36 2.88
O -7.12 -2.13 1.36
O 8.44 -2.09 -6.02
O 3.30 1.55 -2.53
O -6.62 5.06 -0.20
O -5.51 6.47 1.21
C -2.35 4.54 4.97
C -3.68 2.86 -3.87
C 3.28 -4.94 -1.33
C -6.61 5.96 0.65
C -3.82 -3.85 3.74
C 1.81 5.88 0.63
C 0.95 -0.43 0.61
C -0.98 4.82 3.06
C -0.16 -5.94 3.80
C -3.15 0.33 7.87
C 7.48 -2.49 -5.33
C -1.40 -5.97 -3.05
C -6.77 -2.75 0.27
C -0.10 -0.21 -0.50
C -1.99 9.94 0.62
C 1.77 -1.66 4.47
C 4.84 -2.81 2.18
C -1.55 -8.96 1.21
C 3.35 -5.27 -5.18
C -4.07 -0.02 1.24
C 2.95 4.99 0.20
C 7.30 -4.49 -6.62
C 2.50 2.54 4.33
C -4.18 6.12 0.80
C -3.67 4.31 -3.45
C 4.16 -5.89 -0.45
C -0.25 -7.17 -4.73
C -1.47 -4.26 0.56
C 5.94 -2.50 -3.38
C -0.35 1.27 -0.39
C 2.99 4.00 4.28
C -4.74 -3.29 -3.78
C -7.90 -0.95 1.32
C -2.18 2.47 -3.91
C -0.80 9.97 1.56
C -1.05 -7.36 -2.55
C -2.44 -2.64 -3.54
C -4.66 1.85 -0.13
C 0.97 1.86 0.14
C -1.20 0.57 3.49
C -0.91 7.90 0.52
C -5.09 2.19 1.26
C -1.98 0.33 5.78
C -1.70 -6.59 0.74
C 5.56 -2.62 0.90
C -0.11 -2.00 -3.94
C 1.58 2.31 -4.36
C -3.53 -2.41 4.09
C 8.15 3.73 -2.10
C -0.89 4.37 4.49
C 1.29 4.98 -1.38
C 6.79 5.50 -1.37
C 4.97 -1.28 0.46
C 1.68 -4.14 -6.26
C 0.63 -3.73 3.98
C -5.66 -3.25 4.78
C 6.72 4.09 -1.90
C -5.09 -4.36 -0.45
C 4.85 -0.49 1.70
C -4.48 0.33 -0.16
C -8.86 6.54 0.45
C -4.79 -1.99 4.73
C 4.24 1.41 -1.41
C 2.07 -5.46 0.61
C 2.81 4.96 -1.30
C 1.90 -5.16 -0.90
C 2.14 -5.29 -7.21
C 2.77 0.51 -3.26
C 2.91 -3.88 -5.36
C -2.48 4.39 -2.51
C -0.10 8.61 1.52
C -3.14 4.08 3.76
C -0.97 -8.16 -3.79
C 3.82 1.78 4.69
C 8.16 6.01 -1.81
C 4.04 4.08 5.39
H 0.35 -6.15 2.86
H -6.12 2.54 1.28
H -1.85 10.41 -0.35
H -9.21 5.52 0.26
H -2.51 3.90 5.84
H 3.88 -3.29 2.04
H 0.33 -0.37 -1.48
H -1.01 -5.30 -2.29
H -0.11 -6.85 4.40
H -3.57 6.60 1.56
H 7.99 6.84 -2.49
H 2.40 2.96 -4.67
H -0.20 10.84 1.32
H -3.70 2.28 -0.40
H -5.13 -2.69 -2.96
H 4.76 4.85 5.14
H -0.59 3.32 4.51
H -2.49 -5.87 -3.10
H 4.00 -1.45 0.00
H 6.86 -4.10 -7.54
H -3.76 0.93 8.54
H 4.05 0.24 1.76
H -9.60 7.04 1.08
H 5.84 -0.10 1.94
H -1.19 -5.65 3.59
H -6.30 -3.28 3.89
H 6.23 4.13 -2.87
H 0.82 -1.22 4.14
H -0.66 -9.50 1.53
H -5.03 -5.43 -0.23
H -1.23 10.07 2.56
H 0.94 3.95 -1.42
H -5.41 -0.20 -0.36
H 2.14 4.68 4.21
H 1.86 2.38 5.20
H 5.79 -1.88 -2.50
H -0.50 7.88 -0.49
H 2.59 -1.67 3.75
H 1.73 2.11 -0.60
H -0.89 5.91 3.10
H -0.16 0.75 3.75
H 0.87 -4.50 -5.63
H 0.81 2.28 -5.12
H 2.45 -4.93 -8.19
H -8.89 7.04 -0.51
H 5.56 -0.78 -0.31
H 8.36 2.93 -2.82
H -2.24 -8.80 2.03
H 3.26 4.07 -1.74
H -3.46 -0.71 7.82
H -1.17 1.52 0.28
H 1.21 -4.34 -1.10
H 0.84 -7.16 -4.62
H -0.21 -0.98 -3.56
H -8.94 -1.15 1.06
H -1.81 2.54 -4.93
H 6.01 6.09 -1.85
H 3.91 5.43 0.45
H 4.16 2.24 -0.71
H 3.93 0.51 -0.88
H 5.49 -3.38 2.85
H 3.52 4.17 3.34
H -5.50 -3.37 -4.56
H 8.73 6.35 -0.94
H -1.96 -8.42 -4.17
H -4.60 4.72 -3.05
H -0.10 4.92 5.00
H 5.32 -3.44 0.22
H 6.96 -5.52 -6.52
H -7.89 -0.46 2.30
H 2.76 -5.81 -4.44
H 6.21 -3.50 -3.04
H 2.01 -1.00 5.31
H -3.47 4.90 -4.35
H 4.14 -6.91 -0.82
H -3.78 0.08 -0.95
H 3.52 4.36 6.30
H -0.17 4.31 2.55
H -2.15 1.41 -3.66
H 5.17 -5.50 -0.29
H -2.94 -4.46 3.89
H 1.54 5.65 1.66
H -0.54 1.78 -1.34
H -7.50 -0.22 0.61
H 1.88 2.23 3.49
H -4.64 -1.66 5.76
H -2.55 5.56 5.29
H -3.30 -1.84 3.19
H 3.70 0.85 5.25
H 2.13 6.92 0.54
H 0.23 -2.52 -3.04
H -3.01 0.19 1.31
H -3.93 5.06 0.74
H 2.70 -3.49 -4.36
H -0.08 -7.34 -2.05
H -2.04 -9.39 0.33
H 0.74 2.71 0.78
H 4.36 -5.44 -4.81
H 1.31 -5.97 -7.39
H -0.06 8.04 2.45
H -4.24 2.25 -3.16
H 8.39 -4.52 -6.71
H 8.62 3.24 -1.25
H 0.48 -1.03 1.39
H 1.73 -1.07 0.20
H -2.10 -4.07 -0.31
H 3.59 -3.18 -5.84
H -4.55 -4.31 -3.46
H 1.05 5.38 -2.37
H -4.01 6.49 -0.21
H 3.46 -5.12 -2.39
H -6.32 -3.23 5.65
H 6.27 3.42 -1.16
H 5.24 1.33 -1.84
H 0.90 8.74 1.11
H -5.45 2.15 -0.81
H 5.01 -2.55 -3.95
H -2.82 10.46 1.09
H 1.36 -6.26 0.81
H -2.00 -4.02 1.48
H -5.56 -4.26 -1.43
H -4.03 -4.01 2.68
H -4.17 2.77 -4.84
H -3.36 3.01 3.77
H -0.61 -3.59 0.54
H -0.31 -9.01 -3.62
H -4.10 4.60 3.69
H -2.23 0.50 8.43
H 1.75 -4.57 1.15
H -1.86 5.29 -2.55
H -5.36 -1.19 4.26
H -2.73 -2.26 4.81
H 6.54 5.56 -0.31
H -1.04 6.83 0.66
H 3.55 -3.89 -1.22
H -4.35 -1.03 1.55
H 1.46 -6.01 -1.42
H 6.63 -2.57 1.08
H 0.61 -2.12 -4.75
H -1.37 1.05 2.53
H 4.48 1.62 3.84
H 3.22 5.85 -1.78
H 1.31 -3.31 -6.87
H -0.99 -0.83 -0.38
H -1.31 -0.49 3.26
H -2.64 4.09 -1.47
H -1.86 -7.63 -1.87
H -0.53 -7.35 -5.77
H 1.07 2.86 -3.57
H -4.56 3.03 1.72
H 2.81 3.99 0.61
H -4.10 -3.90 -0.41
```

Computed properties:
net charge: 0
calculated total energy: -157024.027 eV
HOMO level: -0.343 hartree
gap between HOMO and LUMO: 9.662 eV